{"formula": "C49H42AsFNP2S5SiTc", "method": "wB97M-V/def2-TZVPD", "species": ["Tc", "C", "Si", "C", "C", "C", "C", "C", "C", "P", "C", "C", "C", "C", "C", "C", "C", "C", "C", "C", "C", "C", "C", "C", "C", "C", "C", "C", "P", "C", "C", "C", "C", "C", "C", "C", "C", "C", "C", "C", "C", "H", "H", "H", "H", "H", "H", "H", "H", "H", "H", "H", "H", "H", "H", "H", "H", "H", "H", "H", "H", "H", "H", "H", "H", "H", "H", "H", "H", "H", "H", "H", "S", "As", "S", "S", "S", "F", "N", "S", "C", "C", "C", "C", "C", "C", "C", "C", "C", "C", "C", "C", "H", "H", "H", "H", "H", "H", "H", "H", "H", "H", "H"], "positions_angstrom": [[-0.589, 0.916, -1.054], [-1.133, 1.615, 2.248], [0.409, 1.556, 1.086], [1.979, 0.802, 1.935], [3.123, 1.591, 2.072], [4.319, 1.108, 2.599], [4.355, -0.149, 3.184], [3.206, -0.978, 3.043], [2.062, -0.484, 2.432], [0.620, -1.643, 2.372], [0.434, -2.372, 4.041], [1.075, -3.547, 4.364], [1.012, -3.939, 5.711], [0.166, -3.342, 6.634], [-0.543, -2.178, 6.249], [-0.371, -1.690, 4.964], [1.342, -2.988, 1.442], [0.510, -4.081, 1.287], [0.700, -5.086, 0.372], [1.790, -4.905, -0.533], [2.656, -3.887, -0.343], [2.497, -2.925, 0.653], [0.765, 3.408, 0.826], [0.759, 4.328, 1.883], [0.914, 5.683, 1.606], [1.019, 6.137, 0.280], [1.066, 5.241, -0.741], [0.969, 3.905, -0.436], [1.126, 2.575, -1.740], [2.939, 2.316, -1.953], [3.710, 3.541, -1.982], [4.988, 3.498, -2.423], [5.565, 2.267, -2.872], [4.835, 1.123, -2.839], [3.513, 1.087, -2.355], [0.741, 3.332, -3.337], [-0.342, 4.216, -3.423], [-0.809, 4.625, -4.672], [-0.134, 4.316, -5.823], [0.979, 3.497, -5.759], [1.414, 2.964, -4.538], [-1.127, 1.863, 3.310], [-1.560, 0.627, 2.175], [-1.843, 2.372, 1.914], [3.056, 2.602, 1.738], [5.172, 1.795, 2.588], [5.256, -0.479, 3.648], [3.135, -1.949, 3.510], [1.597, -4.191, 3.628], [1.632, -4.750, 5.988], [0.092, -3.679, 7.604], [-1.184, -1.664, 6.941], [-0.970, -0.827, 4.692], [-0.376, -4.197, 1.946], [0.058, -5.960, 0.388], [1.935, -5.644, -1.358], [3.388, -3.741, -1.060], [3.114, -2.095, 0.629], [0.655, 3.912, 2.860], [0.740, 6.427, 2.376], [1.042, 7.146, 0.050], [1.267, 5.558, -1.810], [3.237, 4.459, -1.580], [5.641, 4.361, -2.500], [6.554, 2.164, -3.326], [5.238, 0.136, -3.134], [2.914, 0.184, -2.330], [-0.859, 4.465, -2.502], [-1.767, 5.127, -4.795], [-0.356, 4.749, -6.774], [1.437, 3.231, -6.682], [2.274, 2.227, -4.475], [-1.573, -2.889, -3.846], [-0.402, -1.143, -3.653], [-1.686, 0.640, -3.311], [0.600, -1.008, -1.617], [1.139, -0.543, -5.060], [-1.684, 2.560, -0.785], [-2.072, -0.220, -0.097], [-2.673, -1.464, -0.898], [-4.366, -1.112, -1.477], [-5.250, -2.158, -1.613], [-6.403, -1.958, -2.343], [-6.735, -0.684, -2.833], [-5.839, 0.379, -2.584], [-4.666, 0.174, -1.908], [-3.062, -2.716, 0.411], [-3.099, -3.959, -0.142], [-3.507, -4.978, 0.708], [-3.910, -4.673, 2.015], [-3.780, -3.425, 2.568], [-3.358, -2.367, 1.735], [-2.754, 0.228, 0.551], [-5.102, -3.125, -1.226], [-7.100, -2.818, -2.484], [-7.657, -0.523, -3.423], [-6.187, 1.381, -2.878], [-4.052, 1.038, -1.649], [-2.703, -4.247, -1.152], [-3.464, -6.011, 0.431], [-4.356, -5.412, 2.643], [-4.048, -3.296, 3.685], [-3.283, -1.352, 2.113]], "mulliken_charge": [1.581, -0.867, 2.560, -0.080, -0.620, -0.898, -0.933, -0.226, 0.086, 1.277, 0.608, -0.189, -0.730, -0.670, -0.535, -0.800, 0.665, -0.539, -0.842, -0.528, -0.770, -0.906, -0.730, -0.049, -1.113, -0.887, -0.076, -0.003, 0.847, 0.678, -0.600, -0.535, -0.618, -0.535, -0.132, 0.577, -0.352, -0.864, -0.587, -0.638, -0.378, 0.533, -0.624, 0.364, 0.409, 0.392, 0.425, 0.389, 0.282, 0.434, 0.501, 0.436, 0.281, 0.290, 0.432, 0.281, 0.518, 0.472, 0.566, 0.319, 0.580, 0.354, 0.200, 0.412, 0.325, 0.378, 0.341, 0.412, 0.340, 0.409, 0.409, 0.318, -0.510, 0.268, -0.636, -0.431, -0.515, -0.882, -0.069, 0.295, 0.492, -0.720, -0.674, -0.524, -0.782, -0.229, 0.790, -0.479, -0.604, -0.685, -0.446, -0.317, 0.149, 0.499, 0.313, 0.337, 0.375, 0.532, 0.231, 0.458, 0.391, 0.251, 0.297], "homo_lumo_gap_ev": [6.440, 6.132], "lumo_ev": [2.17, 1.87], "spin_multiplicity": 4, "total_charge": -1, "e_homo_ev": [-4.3, -4.3], "fmax_ha_per_bohr": 0.0614}

{"formula": "C49H42BrF4N5O7ReTe", "method": "wB97M-V/def2-TZVPD", "species": ["Re", "C", "C", "N", "C", "C", "C", "O", "O", "C", "O", "C", "C", "C", "F", "C", "C", "C", "N", "C", "C", "N", "C", "C", "H", "H", "H", "H", "H", "H", "H", "H", "H", "H", "H", "H", "H", "H", "H", "H", "H", "H", "O", "C", "O", "C", "C", "C", "C", "C", "C", "N", "C", "C", "C", "C", "C", "C", "N", "H", "H", "H", "H", "H", "H", "H", "H", "H", "H", "F", "C", "F", "F", "C", "O", "O", "Te", "C", "C", "C", "C", "C", "C", "C", "C", "C", "C", "C", "C", "H", "H", "H", "H", "H", "H", "H", "H", "H", "H", "Br", "C", "C", "C", "C", "C", "C", "H", "H", "H", "H"], "positions_angstrom": [[-0.400, -0.610, -1.017], [0.047, 4.901, 4.593], [-0.367, 3.464, 4.893], [-0.047, 2.608, 3.730], [-1.048, 2.332, 2.837], [-0.837, 1.574, 1.674], [-1.976, 1.390, 0.692], [-3.167, 1.596, 0.972], [-1.654, 0.993, -0.516], [0.443, 1.012, 1.514], [0.810, 0.324, 0.418], [1.457, 1.214, 2.456], [2.750, 0.720, 2.289], [3.797, 1.046, 3.153], [5.010, 0.478, 2.943], [3.595, 1.953, 4.243], [2.292, 2.416, 4.385], [1.240, 2.115, 3.505], [4.619, 2.475, 5.037], [5.965, 2.571, 4.470], [6.805, 3.613, 5.186], [6.752, 3.459, 6.691], [5.326, 3.441, 7.161], [4.537, 2.350, 6.491], [-0.324, 5.567, 5.370], [-0.397, 5.173, 3.628], [1.131, 5.012, 4.499], [-1.439, 3.331, 5.029], [0.147, 3.012, 5.759], [-2.045, 2.717, 3.093], [2.922, 0.072, 1.432], [2.097, 3.185, 5.146], [5.865, 2.865, 3.417], [6.479, 1.607, 4.455], [6.454, 4.630, 4.943], [7.862, 3.537, 4.883], [7.276, 4.219, 7.148], [7.177, 2.557, 6.953], [4.867, 4.426, 6.919], [5.332, 3.318, 8.254], [3.474, 2.416, 6.794], [4.881, 1.353, 6.804], [-1.818, -8.062, -3.122], [-1.000, -7.290, -3.859], [-0.336, -7.804, -4.751], [-0.957, -5.822, -3.531], [0.162, -5.100, -3.923], [0.298, -3.765, -3.634], [-0.713, -3.067, -2.936], [-1.843, -3.808, -2.493], [-1.979, -5.158, -2.832], [-0.558, -1.620, -2.751], [0.070, -0.977, -3.750], [0.662, 0.270, -3.503], [1.283, 1.106, -4.455], [1.497, 2.446, -4.190], [1.215, 2.906, -2.868], [0.818, 2.021, -1.881], [0.513, 0.710, -2.157], [-2.229, -7.569, -2.397], [0.919, -5.619, -4.502], [1.167, -3.182, -3.959], [-2.644, -3.357, -1.902], [-2.937, -5.696, -2.657], [0.101, -1.404, -4.774], [1.563, 0.648, -5.413], [1.869, 3.135, -4.955], [1.314, 3.946, -2.583], [0.731, 2.296, -0.818], [-3.486, -3.694, 1.021], [-3.489, -2.371, 1.391], [-3.705, -2.306, 2.732], [-4.612, -1.853, 0.821], [-2.159, -1.767, 0.993], [-1.407, -1.230, 1.796], [-1.861, -1.822, -0.293], [-4.128, 0.200, -1.368], [-5.686, -0.732, -2.384], [-6.742, 0.034, -2.941], [-7.614, -0.581, -3.842], [-7.450, -1.943, -4.169], [-6.426, -2.674, -3.572], [-5.559, -2.089, -2.631], [-3.333, 0.919, -3.200], [-3.244, 0.127, -4.363], [-2.730, 0.686, -5.515], [-2.301, 2.005, -5.565], [-2.403, 2.806, -4.419], [-2.920, 2.252, -3.242], [-6.843, 1.104, -2.722], [-8.425, 0.027, -4.237], [-8.079, -2.414, -4.945], [-6.282, -3.731, -3.820], [-4.765, -2.696, -2.173], [-3.564, -0.917, -4.396], [-2.667, 0.103, -6.435], [-1.908, 2.433, -6.492], [-2.101, 3.844, -4.450], [-3.030, 2.858, -2.326], [4.276, -4.656, 0.917], [2.948, -3.639, 0.167], [3.322, -2.447, -0.425], [2.284, -1.624, -0.792], [0.959, -2.038, -0.554], [0.650, -3.273, 0.005], [1.670, -4.100, 0.415], [4.365, -2.144, -0.546], [2.505, -0.634, -1.200], [-0.394, -3.577, 0.124], [1.456, -5.059, 0.905]], "mulliken_charge": [0.892, -1.020, -1.083, 0.230, 0.166, 0.205, -0.294, -0.727, -0.229, -0.469, -0.336, 0.523, -0.212, 0.246, -0.348, -0.986, -0.513, 0.240, 0.243, -0.569, -0.965, -0.111, -0.762, -0.565, 0.428, 0.323, 0.322, 0.499, 0.512, 0.593, 0.584, 0.505, 0.454, 0.438, 0.386, 0.414, 0.360, 0.412, 0.347, 0.408, 0.384, 0.241, -0.457, 0.545, -0.551, 0.945, -1.354, -0.257, -0.193, -0.060, -1.400, 1.213, -1.001, 0.592, -0.820, -0.653, -0.767, -0.246, 1.595, 0.308, 0.480, 0.607, 0.300, 0.386, 0.621, 0.533, 0.462, 0.498, 0.259, -0.260, 0.348, -0.251, -0.215, 0.127, -0.528, -0.095, 0.707, 0.369, -0.604, -0.493, -0.612, -0.513, -0.181, 0.251, -0.358, -0.507, -0.605, -0.617, -0.405, 0.369, 0.402, 0.361, 0.394, 0.232, 0.450, 0.438, 0.426, 0.480, 0.432, -0.173, 0.122, -0.472, -1.116, 0.951, -0.344, -0.932, 0.494, 0.314, 0.382, 0.479], "homo_lumo_gap_ev": [5.822, 3.301], "lumo_ev": [-5.48, -6.89], "spin_multiplicity": 4, "total_charge": 2, "e_homo_ev": [-11.3, -10.2], "fmax_ha_per_bohr": 0.0855}